Entry w
Below is a 2-piece molecular cluster, C3H6FNOS overall, with properties calculated with ωB97M-V with the def2-TZVPD basis set.

Structure (XYZ):
```
13
Properties=species:S:1:pos:R:3:nbo_charge:R:1
C 3.07 -1.17 0.33 0.778
C -0.97 0.68 -1.38 -0.415
C -1.47 0.02 1.08 -0.442
N -0.51 0.57 0.16 -0.534
O 2.99 -2.31 0.67 -0.529
F 4.08 -0.75 -0.47 -0.342
S 0.95 1.09 0.42 0.200
H -1.43 -0.18 -1.78 0.201
H -1.68 1.54 -1.42 0.206
H 0.00 0.84 -1.93 0.229
H -0.87 -0.08 1.97 0.227
H -2.25 0.71 1.45 0.207
H -1.92 -0.96 0.90 0.215
```

Output
total charge: 0
frontier orbital gap (spin up / spin down): 8.36 / 6.69 eV
LUMO energy (spin up / spin down): -0.62 / -1.32 eV


Entry x
Below is a single C3H6FNOS molecule, with properties calculated with ωB97M-V with the def2-TZVPD basis set.

Structure (XYZ):
```
13
Properties=species:S:1:pos:R:3:nbo_charge:R:1
O 0.44 -0.85 1.68 -0.540
N 0.50 -0.23 0.43 -0.112
C 0.62 -1.06 -0.56 -0.070
S 0.74 -0.75 -2.18 -0.205
C 0.29 1.25 0.40 -0.285
C -1.23 1.47 0.45 0.043
F -1.74 0.72 1.54 -0.382
H -0.49 -0.95 1.88 0.482
H 0.91 -2.01 -0.09 0.215
H 0.75 1.61 -0.55 0.263
H 0.67 1.61 1.38 0.232
H -1.68 1.17 -0.47 0.185
H -1.43 2.51 0.65 0.174
```

Output
total charge: 0
frontier orbital gap: 9.29 eV
LUMO energy: 0.78 eV
SMILES: ON(C=S)CCF


Relative energies with respect to the most stable structure, expressed in eV: entry w 1.556; entry x 0.000.


Entry w
Below is a single C2H3ClO2S molecule, with properties calculated with ωB97M-V with the def2-TZVPD basis set.

Structure (XYZ):
```
9
Properties=species:S:1:pos:R:3:nbo_charge:R:1
O -1.37 -0.37 -1.59 -0.523
C -1.62 0.02 -0.49 0.517
Cl -3.22 0.32 0.11 -0.011
C -0.46 0.30 0.50 -0.735
S 0.61 1.45 -0.21 0.588
O 1.52 0.35 -1.00 -0.864
H -0.95 0.74 1.38 0.247
H 0.14 -0.60 0.83 0.278
H 1.04 0.03 -1.88 0.503
```

Output
total charge: 0
frontier orbital gap: 9.61 eV
LUMO energy: 0.52 eV
SMILES: O=C(Cl)CSO


Entry x
Below is a 2-piece molecular cluster, C2H3ClO2S overall, with properties calculated with ωB97M-V with the def2-TZVPD basis set.

Structure (XYZ):
```
9
Properties=species:S:1:pos:R:3:nbo_charge:R:1
C 0.61 -0.49 -1.11 -0.279
C 0.67 -0.50 0.12 -0.190
O 4.44 1.41 1.04 -0.851
O 2.74 1.49 -0.69 -0.875
S 3.23 0.76 0.56 1.577
Cl 3.75 -1.29 -0.25 -0.414
H 0.71 -0.93 -2.07 0.264
H 2.01 0.78 -0.83 0.513
H 0.67 -0.17 1.14 0.256
```

Output
total charge: 0
frontier orbital gap: 9.98 eV
LUMO energy: -0.27 eV


Relative energies with respect to the most stable structure, expressed in eV: entry w 0.000; entry x 2.590.


Entry w
Below is a single C4H5OP molecule, with properties calculated with ωB97M-V with the def2-TZVPD basis set.

Structure (XYZ):
```
11
Properties=species:S:1:pos:R:3:nbo_charge:R:1
C 0.99 -0.59 1.42 -0.929
P -0.71 0.27 1.36 0.904
O -0.35 1.60 0.42 -0.717
C -0.71 0.58 -0.41 -0.060
C -0.15 -0.04 -1.57 -0.150
C -1.41 0.42 -1.68 -0.158
H 0.78 -1.57 1.52 0.212
H 1.62 -0.22 2.31 0.226
H 1.60 -0.47 0.57 0.216
H 0.77 -0.28 -1.89 0.217
H -2.44 0.30 -2.05 0.237
```

Output
total charge: 0
frontier orbital gap: 9.33 eV
LUMO energy: 0.80 eV
SMILES: CP1OC12C=C2


Entry x
Below is a single C4H5OP molecule, with properties calculated with ωB97M-V with the def2-TZVPD basis set.

Structure (XYZ):
```
11
Properties=species:S:1:pos:R:3:nbo_charge:R:1
C 0.67 -0.92 -0.65 -0.130
C -0.97 -0.95 -1.04 0.042
O -1.94 -1.38 -0.26 -0.655
P -1.85 0.35 -0.19 0.843
C -0.31 0.66 0.86 -0.713
C 0.88 0.43 -0.08 -0.499
H 1.39 -1.48 -1.22 0.196
H -0.27 -0.04 1.70 0.238
H -0.35 1.68 1.26 0.229
H 1.83 0.46 0.46 0.231
H 0.92 1.20 -0.86 0.220
```

Output
total charge: 0
frontier orbital gap (spin up / spin down): 8.33 / 8.07 eV
LUMO energy (spin up / spin down): -0.09 / -0.14 eV
SMILES: C1=C2OP2CC1


Relative energies with respect to the most stable structure, expressed in eV: entry w 0.000; entry x 0.510.


Entry w
Below is a single C3H6N3P molecule, with properties calculated with ωB97M-V with the def2-TZVPD basis set.

Structure (XYZ):
```
13
Properties=species:S:1:pos:R:3:nbo_charge:R:1
C -1.10 1.48 -0.02 -0.562
C 2.33 0.06 0.25 -0.921
C -2.07 0.52 0.07 -0.013
N -1.61 -0.82 0.07 -0.356
N -0.32 -0.88 -0.09 -0.089
N 0.38 -1.93 -0.10 -0.396
P 0.66 0.59 -0.21 1.102
H -1.05 2.46 0.31 0.221
H 2.47 -0.50 1.21 0.236
H -3.06 0.50 0.40 0.221
H -0.28 -2.67 -0.32 0.325
H 3.18 0.72 0.13 0.226
H 0.48 0.48 -1.71 0.005
```

Output
total charge: 0
frontier orbital gap (spin up / spin down): 7.50 / 7.50 eV
LUMO energy (spin up / spin down): -0.62 / -0.62 eV


Entry x
Below is a 2-piece molecular cluster, C3H6N3P overall, with properties calculated with ωB97M-V with the def2-TZVPD basis set.

Structure (XYZ):
```
13
Properties=species:S:1:pos:R:3:nbo_charge:R:1
C 0.49 2.10 2.19 -0.120
C -0.71 1.47 2.39 -0.113
N -0.74 0.39 1.63 -0.253
N 0.37 0.44 0.94 -0.146
N 1.13 1.48 1.15 -0.242
H 0.79 3.04 2.73 0.221
H -1.51 1.66 3.13 0.222
H 0.58 -0.26 0.09 0.424
C 0.14 -0.03 -4.02 -0.796
P -0.38 -0.34 -2.47 0.400
H 0.37 -0.90 -4.78 0.226
H 0.67 0.87 -4.35 0.217
H -0.58 -1.80 -2.78 -0.039
```

Output
total charge: 0
frontier orbital gap: 9.77 eV
LUMO energy: -0.32 eV
SMILES: c1cn[nH]n1.C=P


Relative energies with respect to the most stable structure, expressed in eV: entry w 3.453; entry x 0.000.


Entry w
Below is an isolated ion of composition C4H9N2O2 and charge -1, with properties calculated with ωB97M-V with the def2-TZVPD basis set.

Structure (XYZ):
```
17
Properties=species:S:1:pos:R:3:nbo_charge:R:1
N -2.25 -0.64 -1.23 -0.852
C -1.12 0.25 -1.05 -0.310
C 0.23 -0.53 -1.16 0.691
O 0.33 -1.38 -2.03 -0.686
N 1.33 -0.06 -0.48 -0.632
C 1.27 0.79 0.69 -0.273
C 0.64 0.12 2.03 -0.031
O -0.50 -0.56 1.88 -0.955
H -2.36 -1.25 -0.44 0.382
H -2.23 -1.10 -2.12 0.363
H -1.06 0.97 -1.90 0.172
H -1.03 0.83 -0.13 0.237
H 2.07 -0.76 -0.46 0.379
H 0.61 1.67 0.50 0.167
H 2.23 1.33 0.77 0.171
H 1.43 -0.55 2.34 0.075
H 0.42 0.88 2.79 0.104
```

Output
total charge: -1
frontier orbital gap: 6.82 eV
LUMO energy: 4.12 eV
SMILES: NCC(=O)NCC[O-]


Entry x
Below is an isolated ion of composition C4H9N2O2 and charge -1, with properties calculated with ωB97M-V with the def2-TZVPD basis set.

Structure (XYZ):
```
17
Properties=species:S:1:pos:R:3:nbo_charge:R:1
N -1.61 -1.78 -0.53 -0.849
C -0.41 -1.52 -1.14 0.683
O -0.03 -2.33 -1.99 -0.674
C 0.28 -0.19 -0.99 -0.519
C 0.64 0.19 0.45 -0.072
N -0.56 0.10 1.30 -0.900
C 1.14 1.68 0.57 -0.042
O 0.11 2.52 0.30 -0.968
H -2.23 -2.43 -0.96 0.383
H -1.90 -1.15 0.19 0.422
H 1.21 -0.17 -1.54 0.222
H -0.34 0.61 -1.41 0.252
H 1.36 -0.60 0.75 0.157
H -1.03 1.01 1.22 0.395
H -0.22 0.23 2.26 0.341
H 1.53 1.92 1.58 0.090
H 2.07 1.92 -0.05 0.080
```

Output
total charge: -1
frontier orbital gap: 6.73 eV
LUMO energy: 3.97 eV
SMILES: NC(=O)C[C@H](N)C[O-]


Entry y
Below is an isolated ion of composition C4H9N2O2 and charge -1, with properties calculated with ωB97M-V with the def2-TZVPD basis set.

Structure (XYZ):
```
17
Properties=species:S:1:pos:R:3:nbo_charge:R:1
O -0.59 -2.59 2.73 -0.636
C -0.01 -1.85 2.02 0.523
N -0.32 -0.55 2.03 -0.634
C 0.27 0.04 0.85 -0.263
C -0.80 0.45 -0.24 -0.200
N -0.19 1.31 -1.15 -0.728
C 0.62 0.64 -2.26 0.143
O 0.66 1.45 -3.32 -0.944
H 0.79 -2.21 1.34 0.124
H -0.92 -0.01 2.65 0.414
H 0.97 -0.54 0.30 0.209
H 0.91 1.00 0.99 0.181
H -1.65 0.98 0.15 0.167
H -1.34 -0.54 -0.62 0.151
H -0.23 2.29 -1.08 0.378
H 0.19 -0.41 -2.42 0.048
H 1.65 0.54 -1.97 0.067
```

Output
total charge: -1
frontier orbital gap: 5.84 eV
LUMO energy: 3.53 eV
SMILES: O=CNCCNC[O-]


Relative energies with respect to the most stable structure, expressed in eV: entry w 0.633; entry x 0.000; entry y 2.190.


Entry w
Below is an isolated ion of composition C4H9N2O2 and charge -1, with properties calculated with ωB97M-V with the def2-TZVPD basis set.

Structure (XYZ):
```
17
Properties=species:S:1:pos:R:3:nbo_charge:R:1
N 1.97 -1.26 -1.18 -0.874
C 1.01 -1.21 -0.05 -0.214
C 0.84 0.19 0.50 -0.430
C -0.21 1.02 -0.29 -0.232
N -1.58 0.54 -0.16 -0.708
C -2.35 0.94 0.97 0.858
O -2.02 2.00 1.54 -0.807
O -3.26 0.13 1.29 -0.815
H 2.15 -0.35 -1.59 0.356
H 1.76 -1.97 -1.85 0.351
H 1.46 -1.84 0.72 0.173
H 0.04 -1.58 -0.38 0.174
H 1.75 0.78 0.54 0.187
H 0.42 0.08 1.51 0.222
H -0.28 2.01 0.16 0.245
H 0.06 0.96 -1.35 0.154
H -1.75 -0.43 -0.39 0.360
```

Output
total charge: -1
frontier orbital gap: 7.71 eV
LUMO energy: 3.75 eV
SMILES: NCCCNC(=O)[O-]


Entry x
Below is a 2-piece molecular cluster, C4H9N2O2 overall, with properties calculated with ωB97M-V with the def2-TZVPD basis set.

Structure (XYZ):
```
17
Properties=species:S:1:pos:R:3:nbo_charge:R:1
N 2.49 -0.90 -0.25 -0.703
C 1.19 -0.66 -0.56 0.225
C 0.41 -0.21 0.54 -0.079
N -0.72 0.37 0.79 -0.202
C -1.77 0.23 -0.22 -0.334
C -3.13 0.28 0.54 0.002
O -4.25 0.31 -0.15 -0.828
O 4.78 0.46 -0.43 -1.351
H 5.55 0.94 -0.74 0.422
H 2.82 0.00 0.15 0.478
H 3.17 -0.89 -1.02 0.456
H 0.89 -0.77 -1.59 0.207
H 1.07 -0.22 1.42 0.176
H -1.69 0.87 -1.12 0.200
H -1.78 -0.76 -0.72 0.166
H -3.02 -0.65 1.21 0.063
H -3.06 1.03 1.37 0.101
```

Output
total charge: -1
frontier orbital gap: 3.75 eV
LUMO energy: 0.24 eV


Entry y
Below is a 2-piece molecular cluster, C4H9N2O2 overall, with properties calculated with ωB97M-V with the def2-TZVPD basis set.

Structure (XYZ):
```
17
Properties=species:S:1:pos:R:3:nbo_charge:R:1
O 0.48 -1.19 -1.17 -0.778
C 0.08 -0.07 -0.81 0.585
N 0.39 1.10 -1.33 -0.950
C 3.28 -0.38 -0.18 0.294
O 4.40 -0.38 0.28 -0.571
C -0.84 -0.13 0.47 -0.156
C -2.16 -0.84 0.27 -0.604
N -1.09 1.16 1.14 -0.846
H -0.35 1.79 -1.20 0.305
H 2.97 -1.01 -1.03 0.140
H 2.51 0.31 0.19 0.122
H -0.24 -0.71 1.18 0.181
H -2.06 -1.82 -0.19 0.221
H -2.65 -0.96 1.24 0.191
H -2.81 -0.26 -0.39 0.183
H -0.22 1.68 1.00 0.359
H -1.70 1.72 0.54 0.325
```

Output
total charge: -1
frontier orbital gap: 7.81 eV
LUMO energy: 4.01 eV


Relative energies with respect to the most stable structure, expressed in eV: entry w 0.000; entry x 6.882; entry y 1.440.


Entry w
Below is a 2-piece molecular cluster, C4H6S2 overall, with properties calculated with ωB97M-V with the def2-TZVPD basis set.

Structure (XYZ):
```
12
Properties=species:S:1:pos:R:3:nbo_charge:R:1
C -1.38 0.63 0.73 -0.090
C -0.11 0.21 0.12 -0.159
C 0.18 -0.51 -1.14 -0.612
C 0.94 0.11 1.14 -0.635
S -3.30 -0.84 -0.66 -0.095
S -0.73 1.95 -0.07 0.249
H 0.35 -1.49 -0.90 0.225
H 1.03 -0.04 -1.55 0.216
H -0.56 -0.39 -1.83 0.231
H 0.85 0.96 1.77 0.224
H 1.91 0.16 0.62 0.216
H 0.83 -0.74 1.77 0.230
```

Output
total charge: 0
frontier orbital gap (spin up / spin down): 6.81 / 6.83 eV
LUMO energy (spin up / spin down): -2.30 / -2.07 eV


Entry x
Below is a single C4H6S2 molecule, with properties calculated with ωB97M-V with the def2-TZVPD basis set.

Structure (XYZ):
```
12
Properties=species:S:1:pos:R:3:nbo_charge:R:1
C 0.80 -0.70 0.69 -0.586
C -0.54 0.01 0.35 -0.293
C -0.86 1.31 0.72 0.129
S -2.77 1.94 1.37 -0.170
C -0.31 1.24 -0.63 -0.442
S -1.17 1.70 -2.08 0.064
H 1.26 0.07 1.17 0.209
H 1.32 -1.03 -0.31 0.226
H 0.49 -1.56 1.40 0.234
H -1.27 -0.71 0.16 0.234
H 0.64 1.45 -0.86 0.243
H -2.35 1.84 -1.46 0.152
```

Output
total charge: 0
frontier orbital gap (spin up / spin down): 7.55 / 6.45 eV
LUMO energy (spin up / spin down): -1.40 / -1.97 eV
SMILES: C[C@H]1C(=S)[C@@H]1S


Relative energies with respect to the most stable structure, expressed in eV: entry w 0.787; entry x 0.000.